Computed, not measured: the molecule C12H11N5O3S in a non-equilibrium geometry, with ωB97M-V/def2-TZVPD.

Element x y z (Å)
C -4.38925 -0.23763 -0.52484
C -3.03082 0.34161 -0.80364
O -2.85691 1.44826 -1.26586
C -1.90134 -0.53462 -0.47436
C -1.88290 -1.78095 0.04169
O -2.86465 -2.60482 0.39800
H -2.44629 -3.42591 0.72159
C -0.47660 -2.24853 0.20561
O -0.16990 -3.33372 0.64049
N 0.30694 -1.22415 -0.24044
C 1.67190 -1.17143 -0.24612
N 2.34610 -0.14271 -0.75591
N 3.59567 -0.50651 -0.54127
N 3.69138 -1.66570 0.05067
N 2.49989 -2.10717 0.24910
C 4.71889 0.29140 -0.91455
H 5.61769 -0.24786 -0.62484
H 4.67335 1.25424 -0.40472
H 4.70997 0.46241 -1.99132
C -0.47579 -0.06929 -0.66745
C -0.15898 1.13733 0.15850
C -0.21469 1.24437 1.51569
C 0.15741 2.52582 1.97435
C 0.48428 3.36514 0.95811
S 0.34951 2.61009 -0.57676
H 0.79325 4.38970 1.01808
H 0.17571 2.80532 3.01230
H -0.50736 0.43650 2.16364
H -0.26711 0.15687 -1.71982
H -4.51625 -1.16203 -1.08350
H -4.47352 -0.48147 0.53169
H -5.15961 0.47545 -0.80412

Total charge: 0
Kohn-Sham gap in eV: 8.6
DFT total energy in a.u.: -1361.55114
SMILES string: CC(=O)C1=C(O)C(=O)N(c2nnn(C)n2)[C@@H]1c1cccs1

=====

Computed, not measured: the molecule C12H11NO2 in a non-equilibrium geometry, with ωB97M-V/def2-TZVPD.

Element x y z (Å)
C -3.36676 1.72217 0.39141
C -3.62875 0.53145 -0.32123
C -2.15188 2.04193 0.93332
C -2.51010 -0.27947 -0.56338
C -1.09634 1.11553 0.84450
C -1.28738 -0.04477 0.06903
C 1.42883 0.02875 -0.07746
C 2.76273 -0.54077 0.28719
C 1.48711 1.34060 -0.49299
C 3.18257 -1.75159 0.78050
C -0.14794 -0.91178 -0.04646
C 0.07141 -2.20087 -0.71407
N 3.60933 0.57786 0.22321
O 0.73142 2.12256 -0.99196
O 2.88752 1.65752 -0.38502
H -4.16117 2.51646 0.45999
H -4.57307 0.38266 -0.87811
H -2.03560 2.95776 1.63173
H -2.64031 -1.04961 -1.29324
H -0.24932 1.42151 1.52211
H 4.18061 -1.62379 1.06999
H 2.60171 -2.64180 0.55792
H 0.52200 -2.97263 -0.08914
H -0.89389 -2.61609 -1.16368
H 0.85002 -2.13446 -1.50945
H 4.42725 0.35088 -0.24471

Total charge: 0
Kohn-Sham gap (alpha / beta) in eV: 7.9 / 5.7
DFT total energy in a.u.: -668.87858
SMILES string: C=c1[nH]oc(=O)/c1=C(/C)c1ccccc1
Energy above the lowest of the compared OMol25 structures with the same formula, charge and spin in kcal/mol: 117.9

=====

Computed, not measured: the molecule C12H11NSi in a non-equilibrium geometry, with ωB97M-V/def2-TZVPD.

Element x y z (Å)
C 3.28007 0.07533 0.97241
C -1.49289 -2.73085 -0.31716
C 3.77944 0.74364 -0.13139
C -2.66814 -2.06013 -0.30271
C 1.96244 -0.30569 0.94417
C -0.30702 -2.01741 -0.38685
C 2.90602 1.04534 -1.19203
C -2.60960 -0.72620 -0.15785
C 1.09716 -0.10826 -0.12424
C -0.26159 -0.63724 -0.12972
C 1.67296 0.50455 -1.23775
C -1.41835 0.10393 -0.04479
N -2.84114 2.56184 0.43595
Si -1.34313 1.93768 0.01811
H 3.82553 -0.08826 1.89348
H -1.43580 -3.73126 -0.60866
H 4.80514 1.12816 0.07225
H -3.56499 -2.65296 -0.46297
H 1.38872 -0.50607 1.88372
H 0.61196 -2.51945 -0.36451
H 3.43808 1.45927 -2.12509
H -3.46751 -0.16216 -0.33381
H -3.71477 2.06520 0.55338
H -3.06398 3.47911 0.74921
H -0.57860 3.14187 0.39683

Total charge: 0
Kohn-Sham gap (alpha / beta) in eV: 9.1 / 5.3
DFT total energy in a.u.: -807.94634
Energy above the lowest of the compared OMol25 structures with the same formula, charge and spin in kcal/mol: 107.8

=====

Computed, not measured: a cluster of 2 separate species, C12H12 in total in a non-equilibrium geometry, with ωB97M-V/def2-TZVPD.

Element x y z (Å)
C -0.28320 -2.08666 -0.47653
C -1.06287 -1.63045 0.62520
C -2.02747 -0.68077 0.44426
C -2.43113 -0.30896 -0.83764
C -1.66858 -0.78034 -1.82997
C -0.59926 -1.68213 -1.68154
C 2.36587 0.29604 0.90946
C 1.75003 0.96623 1.92594
C 0.73500 1.86515 1.57145
C 0.35916 2.16432 0.26606
C 1.01986 1.58411 -0.77637
C 2.08294 0.78181 -0.45202
H 0.61564 -2.80391 -0.25142
H -0.89052 -2.34500 1.66074
H -2.66970 -0.42215 1.32713
H -3.23704 0.46185 -1.10456
H -2.08309 -0.67198 -2.84260
H -0.08174 -2.10353 -2.49985
H 3.07793 -0.60517 1.14925
H 1.83999 0.45677 2.93402
H 0.22990 2.30793 2.50242
H -0.44559 2.97840 0.24850
H 0.79621 2.00857 -1.71770
H 2.60764 0.24989 -1.09422

Total charge: 0
Kohn-Sham gap in eV: 9.8
DFT total energy in a.u.: -464.36067
SMILES string: c1ccccc1.c1ccccc1
Energy above the lowest of the compared OMol25 structures with the same formula, charge and spin in kcal/mol: 69.9

=====

Computed, not measured: a structure of composition C12H12AlCl2N2O2S6, with ωB97M-V/def2-TZVPD.

Element x y z (Å)
Al 0.16563 -0.41826 0.15194
Cl 0.13581 -2.97788 0.12955
C 0.79254 -3.29036 -1.47708
C 0.74709 -4.59632 -1.91943
C 1.24524 -4.87600 -3.18101
C 1.76606 -3.85613 -3.95853
C 1.79142 -2.55508 -3.48213
Cl 2.45440 -1.32338 -4.49146
C 1.29776 -2.22607 -2.21314
S 1.38755 -0.55415 -1.66535
H 0.33065 -5.37241 -1.29362
H 1.22491 -5.88901 -3.55653
H 2.15803 -4.05689 -4.94533
C 1.45531 3.92412 0.96943
O 1.92116 2.76580 1.72901
C 1.45957 1.61052 1.40313
O 0.64808 1.39234 0.47842
N 1.94171 0.58455 2.13246
N 1.39426 -0.67232 1.84516
H 1.94432 4.76799 1.43960
H 0.37551 3.99902 1.05732
H 1.76106 3.81391 -0.06704
H 2.56147 0.72430 2.91664
H 0.87032 -1.02086 2.65011
H 2.12996 -1.33526 1.60547
C -4.52783 1.41844 -0.55873
S -2.96238 2.32518 -0.61706
C -2.41185 2.13688 1.03993
C -2.00804 1.00167 1.63138
S -1.91424 -0.59760 0.89061
S -1.38649 1.15484 3.25684
C -1.36769 2.89991 3.32869
S -0.64071 3.74776 4.50932
S -2.21963 3.59927 1.98255
H -4.97531 1.53999 -1.54336
H -5.18704 1.84940 0.19017
H -4.35860 0.36206 -0.36792

Total charge: +1
Kohn-Sham gap in eV: 7.9
DFT total energy in a.u.: -4276.34455
Energy above the lowest of the compared OMol25 structures with the same formula, charge and spin in kcal/mol: 0.3

=====

Computed, not measured: a structure of composition C12H12BN8O3RuS2, with ωB97M-V/def2-TZVPD.

Element x y z (Å)
Ru -0.19684 -1.45073 -1.80014
C 3.08570 -1.33787 1.01377
C 2.48250 -1.92717 -0.07077
N 1.31568 -1.28160 -0.34578
N 1.18741 -0.28379 0.56721
C 2.23687 -0.30368 1.39349
B -0.02514 0.67701 0.56179
N -1.32566 -0.24188 0.60361
C -2.36216 -0.26840 1.42625
C -3.27712 -1.25211 0.99032
C -2.72854 -1.78961 -0.13435
N -1.52183 -1.17399 -0.36936
N -0.07374 1.34486 -0.87712
C -0.11492 2.60198 -1.31202
C -0.10943 2.62415 -2.70564
C -0.07411 1.30690 -3.07984
N -0.04813 0.52418 -1.96800
N 0.00931 1.59774 1.71495
C 0.29192 2.91801 1.95113
C 0.29345 3.11360 3.30113
C -0.01377 1.85327 3.84808
N -0.18172 0.94240 2.91312
H 4.01249 -1.62156 1.48079
H 2.80239 -2.76736 -0.65858
H 2.29904 0.40125 2.20627
H -2.38998 0.39187 2.27769
H -4.20605 -1.52256 1.46174
H -3.07584 -2.57571 -0.78486
H -0.16058 3.42625 -0.62360
H -0.13359 3.49064 -3.34268
H -0.06624 0.87401 -4.06596
H 0.51527 3.62616 1.17398
H 0.47283 4.03779 3.82185
H -0.12262 1.57585 4.88487
O -0.81070 -3.39816 -2.03389
S 0.27439 -3.77543 -3.03806
O 0.16017 -5.03494 -3.63560
O 1.52310 -3.24495 -2.48994
S 0.05617 -2.07643 -4.25584

Total charge: +2
Kohn-Sham gap (alpha / beta) in eV: 6.4 / 4.2
DFT total energy in a.u.: -2043.69693
Spin multiplicity: 6
⟨S²⟩: 8.7787
Energy above the lowest of the compared OMol25 structures with the same formula, charge and spin in kcal/mol: 0.0

=====

Computed, not measured: a structure of composition C12H12F5NO4ReSSbSe4 in a non-equilibrium geometry, with ωB97M-V/def2-TZVPD.

Element x y z (Å)
Re 3.58056 -0.81928 -1.82632
Se 7.09463 2.70774 -1.95091
Sb 4.87457 2.68627 -1.36512
Se 4.63956 -0.00582 0.04656
Se 3.67020 0.80938 -3.32071
Se 3.01661 3.73782 -0.49230
C -6.14404 3.02968 1.00269
C -5.16474 1.93368 0.90070
C -4.34114 1.79069 -0.24800
C -3.46113 0.74604 -0.35485
C -3.38111 -0.18586 0.69112
C -4.18886 -0.06684 1.84402
C -5.05580 0.98013 1.94890
S -2.37280 -1.64232 0.48549
O -3.30797 -2.70290 0.66471
O -1.56907 -1.45471 -0.68269
N -1.34136 -1.65986 1.73978
C 0.09616 -1.64880 1.53466
C 0.65580 -0.23834 1.30167
C 1.94200 -0.29346 0.53376
O 2.95351 0.31529 1.00628
O 1.96642 -0.92888 -0.56203
H -6.07171 3.73459 0.18063
H -6.02848 3.55524 1.95539
H -7.15648 2.60936 1.01927
H -4.43321 2.51327 -1.04751
H -2.84870 0.60535 -1.23380
H -4.13786 -0.82075 2.61571
H -5.69048 1.08302 2.81813
H -1.68714 -2.13681 2.55968
H 0.35178 -2.29303 0.69355
H 0.53653 -2.07693 2.43517
H 0.81971 0.30434 2.23013
H -0.04033 0.33193 0.67843
F 4.71276 -2.68411 -3.65852
C 5.06852 -2.12529 -2.48325
F 4.89268 -3.07823 -1.50189
C 6.55898 -1.75296 -2.53864
F 6.75608 -0.83099 -3.47794
F 6.92803 -1.22051 -1.35748
F 7.30731 -2.80713 -2.78448

Total charge: +2
Kohn-Sham gap (alpha / beta) in eV: 1.8 / 1.8
DFT total energy in a.u.: -11641.25185

=====

Computed, not measured: a structure of composition C12H12N3OS4Sr, with ωB97M-V/def2-TZVPD.

Element x y z (Å)
Sr 0.11461 0.31203 0.25533
S -1.75263 4.74399 -0.89376
C -1.14603 3.27088 -0.40728
S 0.46580 3.11301 0.19258
S -2.13656 1.84692 -0.49921
S 4.87369 -1.54570 -0.02204
C 4.95109 0.16486 0.03552
C 3.71434 0.73647 0.08759
C 2.62266 -0.18831 0.08529
C 3.09827 -1.46651 0.03056
C 2.31231 -2.68670 0.00411
C 2.89905 -3.96334 -0.02082
C 2.09693 -5.08401 -0.04545
C 0.71576 -4.93121 -0.04603
C 0.21145 -3.64232 -0.02041
N 0.97084 -2.55126 0.00435
H 5.91838 0.64776 0.02264
H 3.58250 1.81194 0.11873
H 3.97614 -4.06031 -0.02004
H 2.53884 -6.07302 -0.06219
H 0.05659 -5.78845 -0.06625
H -0.85691 -3.45910 -0.01807
C -4.20440 -3.17859 0.26710
N -3.89693 -2.47394 -0.96321
C -2.84640 -1.59352 -0.99136
N -2.70608 -0.87853 -2.14903
O -2.06828 -1.53252 -0.03828
H -5.12337 -3.74338 0.13080
H -4.32516 -2.48854 1.10453
H -3.39671 -3.86670 0.51577
H -4.64154 -2.35078 -1.62412
H -3.51842 -0.79167 -2.73740
H -2.25012 0.02391 -1.99204

Total charge: -1
Kohn-Sham gap in eV: 5.7
DFT total energy in a.u.: -2327.59951
Energy above the lowest of the compared OMol25 structures with the same formula, charge and spin in kcal/mol: 8.2

=====

Which of these has the highest DFT total energy?
C12H12

=====

What is the DFT total energy in the fifth record?
-4276.34455 a.u.